ORCA calculation (the ωB97M-V functional and the def2-TZVPD basis) on a molecular structure, C54H44BrCaF5N4O2S.

```
112
Properties=species:S:1:pos:R:3
Ca 0.14310 -0.53950 -0.03295
C 0.57397 -0.40873 3.62170
N 0.14920 -1.46621 2.69944
C 1.09682 -2.57638 2.69064
C 2.44166 -2.21147 2.11712
C 3.62135 -2.70198 2.65557
C 4.82177 -2.35504 2.05035
C 4.79889 -1.53490 0.93712
C 3.56836 -1.10544 0.45771
N 2.41804 -1.43576 1.03745
C -1.15690 -1.97961 3.09685
C -2.33856 -1.10077 2.74468
C -3.61704 -1.63907 2.85638
C -4.70040 -0.87354 2.46847
C -4.47205 0.40655 1.99301
C -3.16657 0.86525 1.93333
N -2.11609 0.13284 2.31193
C 1.63183 0.51433 3.07070
C 2.76450 0.84253 3.79319
C 3.67296 1.74164 3.24094
C 3.41669 2.27388 1.99412
C 2.25249 1.88236 1.34100
N 1.38235 1.02670 1.86357
H 0.91095 -0.84584 4.57673
H -0.30527 0.20425 3.81840
H 0.67350 -3.36849 2.06466
H 1.22907 -2.98934 3.70556
H 3.59548 -3.33226 3.53615
H 5.76098 -2.71674 2.45213
H 5.69854 -1.21033 0.43241
H 3.52496 -0.45634 -0.40869
H -1.17617 -2.19264 4.18204
H -1.30337 -2.93541 2.59138
H -3.74845 -2.65850 3.20070
H -5.70320 -1.28195 2.50184
H -5.28024 1.02758 1.63114
H -2.94450 1.84000 1.51661
H 2.94105 0.38925 4.76133
H 4.57682 2.00407 3.77811
H 4.10073 2.94368 1.49257
H 2.02448 2.25421 0.34951
F 1.97550 2.42753 -6.29853
C 2.64499 2.28409 -5.13887
C 2.08740 1.59795 -4.07676
F 0.85251 1.09484 -4.19642
C 2.78981 1.46445 -2.89368
F 2.15883 0.81360 -1.89794
C 4.06927 1.99961 -2.68180
S 4.93326 1.85917 -1.18755
C 4.58747 2.68343 -3.79213
F 5.80731 3.24629 -3.72715
C 3.90620 2.82774 -4.98391
F 4.46453 3.50074 -6.01043
C 2.51338 6.99807 1.38406
C 1.57303 5.90430 0.94849
C 0.74751 5.26194 1.86524
C -0.12443 4.25368 1.47553
C -0.98303 3.54858 2.49141
C -0.16884 3.87053 0.13163
C 0.65023 4.49786 -0.80285
C 0.65840 4.08677 -2.25304
C 1.50789 5.51136 -0.37968
C -1.05615 2.69661 -0.25933
O -2.27482 2.88005 -0.35420
O -0.41682 1.61328 -0.40121
H 2.70915 6.94220 2.45607
H 2.09712 7.98748 1.17451
H 3.46816 6.92599 0.86061
H 0.80057 5.53733 2.91517
H -0.67039 3.80541 3.50568
H -0.91028 2.46490 2.37045
H -2.03447 3.81860 2.37045
H -0.03933 3.27490 -2.45120
H 1.65661 3.75036 -2.54329
H 0.39793 4.93172 -2.89497
H 2.16350 5.98034 -1.10845
C -7.22649 -1.16369 -1.94712
C -6.52695 -2.30003 -1.55982
C -5.19290 -2.22309 -1.18535
C -4.51080 -0.99959 -1.19010
C -5.23545 0.13634 -1.57655
C -6.56752 0.05976 -1.95170
C -3.10654 -0.80195 -0.76177
C -2.12633 -1.68017 -0.49417
C -2.24203 -3.12043 -0.70438
C -1.98579 -3.68013 -1.96948
C -1.95863 -5.04756 -2.17124
C -2.20652 -5.93076 -1.12355
C -2.48450 -5.40414 0.13046
C -2.49602 -4.03135 0.33585
H -8.26798 -1.23075 -2.24008
H -7.02598 -3.26308 -1.54794
H -4.67477 -3.12164 -0.88281
H -4.72397 1.09373 -1.56842
H -7.09474 0.95994 -2.24843
H -2.88014 0.26044 -0.65573
H -1.77414 -3.01130 -2.79267
H -1.72337 -5.43154 -3.15789
H -2.17216 -7.00196 -1.28161
H -2.69382 -6.06915 0.96309
H -2.74130 -3.64277 1.31741
Br 1.88133 -5.85569 -4.73892
C 1.57874 -4.43608 -3.47930
C 1.09099 -3.22217 -3.92545
C 0.84657 -2.22363 -2.98418
C 1.07753 -2.35634 -1.60102
C 1.60936 -3.60644 -1.24685
C 1.84788 -4.64917 -2.14203
H 0.89225 -3.06421 -4.97924
H 0.43322 -1.29371 -3.37233
H 1.84694 -3.81614 -0.20154
H 2.23028 -5.60609 -1.80590
```

**LUMO energy**: 0.142 Ha
**Gap between HOMO and LUMO**: 5.97 eV
**E_tot**: -179675.24366 eV
**Net charge**: -2
**Spin multiplicity**: 1